1.
# C27H71NO9

A cluster of 8 separate species, C27H71NO9 in total (ωB97M-V/def2-TZVPD, the Open Molecules 2025 dataset).

CARTESIAN COORDINATES (ANGSTROEM)
C (-2.04528, -4.13080, -0.27629)
O (-1.25728, -5.14581, 0.30939)
C (-0.89656, -4.96444, 1.65114)
C (-0.41780, -6.27094, 2.30306)
N (-0.93266, -7.45987, 1.60905)
C (-0.18070, -8.69848, 1.86967)
C (-0.35299, -9.10402, 3.31683)
O (-0.06444, -10.48564, 3.42923)
C (-0.35395, -11.01126, 4.70505)
H (-1.67095, -4.08635, -1.30057)
H (-1.99782, -3.10702, 0.10493)
H (-3.09622, -4.43114, -0.21961)
H (-1.70303, -4.54353, 2.26283)
H (-0.04714, -4.27168, 1.70534)
H (-0.72676, -6.32423, 3.34825)
H (0.67970, -6.24012, 2.34787)
H (-0.93357, -7.22994, 0.62352)
H (0.84327, -8.68196, 1.48227)
H (-0.74889, -9.37453, 1.22121)
H (-1.37911, -8.88868, 3.62846)
H (0.35742, -8.56031, 3.95464)
H (-1.09910, -10.36826, 5.19510)
H (0.52391, -10.99423, 5.35548)
H (-0.82137, -11.99257, 4.66372)
C (-1.49817, 6.18387, -2.69752)
C (-1.74084, 5.93621, -1.22298)
C (-0.70399, 5.03160, -0.50235)
O (-1.89788, 7.20348, -0.59985)
H (-1.72781, 5.35479, -3.37060)
H (-0.48307, 6.45679, -2.99521)
H (-2.17388, 7.00788, -2.93889)
H (-2.66079, 5.34541, -1.12983)
H (0.33201, 5.26020, -0.73113)
H (-1.03636, 3.99681, -0.52837)
H (-0.92243, 5.27216, 0.54919)
H (-1.85929, 7.04379, 0.34989)
C (-3.17458, 1.96805, 1.15927)
C (-4.08838, 2.98493, 0.53220)
C (-4.01309, 2.92671, -0.98856)
O (-5.44132, 2.70942, 0.92714)
H (-3.21011, 1.94832, 2.25177)
H (-2.15653, 2.32551, 0.97033)
H (-3.26633, 0.94107, 0.81128)
H (-3.89065, 3.99725, 0.90429)
H (-2.99626, 2.81405, -1.39045)
H (-4.42571, 3.80090, -1.48899)
H (-4.44800, 1.97539, -1.30640)
H (-6.02591, 3.39939, 0.60282)
C (-0.43315, -0.58303, 0.49159)
C (-0.27510, 0.51721, -0.57184)
C (0.55956, 1.68268, -0.14203)
O (0.39323, -0.04424, -1.74017)
H (-0.54673, -1.55119, 0.00574)
H (-1.31061, -0.38908, 1.10921)
H (0.46192, -0.64279, 1.11353)
H (-1.30476, 0.71862, -0.89578)
H (0.80643, 2.37009, -0.95061)
H (1.52855, 1.32784, 0.22046)
H (0.05351, 2.21568, 0.66476)
H (-0.24984, -0.70688, -2.02815)
C (-0.83135, 2.63787, -7.11075)
C (-1.29850, 1.62436, -6.10721)
C (-0.30676, 1.31141, -4.96161)
O (-2.50251, 2.12668, -5.50321)
H (-1.63907, 2.90103, -7.79305)
H (0.04883, 2.34337, -7.67558)
H (-0.62880, 3.54126, -6.52152)
H (-1.37147, 0.63334, -6.58334)
H (-0.22877, 2.20609, -4.34419)
H (0.62698, 1.00796, -5.43981)
H (-0.75645, 0.49761, -4.39792)
H (-3.05675, 1.37565, -5.27068)
C (3.42097, 3.74831, -2.13990)
C (4.15115, 3.46109, -0.79890)
C (5.13790, 2.32471, -0.92519)
O (4.96983, 4.60544, -0.55293)
H (2.83942, 2.98462, -2.64791)
H (4.21715, 4.11994, -2.79554)
H (2.85001, 4.67724, -2.02118)
H (3.39635, 3.33321, -0.01755)
H (5.98097, 2.71587, -1.49788)
H (4.73460, 1.42787, -1.39031)
H (5.58578, 2.08787, 0.04280)
H (4.44142, 5.41036, -0.53843)
C (3.75442, -1.68967, -1.80451)
C (2.94252, -2.89082, -1.34719)
C (2.97676, -2.96027, 0.18100)
O (1.56713, -2.69847, -1.77459)
H (4.75231, -1.65135, -1.35837)
H (3.28699, -0.75449, -1.47777)
H (3.84828, -1.60903, -2.88963)
H (3.24284, -3.79568, -1.87838)
H (2.38059, -3.80277, 0.53477)
H (2.53310, -2.05086, 0.58457)
H (4.00659, -3.05850, 0.52510)
H (1.47753, -1.78071, -2.06531)
C (-0.69694, 3.35401, 5.49398)
C (0.62052, 2.59110, 5.46739)
C (1.30831, 2.69116, 4.10836)
O (1.54609, 3.16178, 6.40806)
H (-1.16402, 3.28887, 6.47535)
H (-1.34646, 2.98070, 4.69614)
H (-0.57237, 4.40273, 5.21420)
H (0.49158, 1.54151, 5.75092)
H (0.54503, 2.43136, 3.36065)
H (2.07803, 1.94342, 3.92205)
H (1.65601, 3.68899, 3.85188)
H (1.13181, 3.13074, 7.27871)

The orbital gap is 0.3274 Eh. The structure (SMILES) is COCCNCCOC.CC(C)O.CC(C)O.CC(C)O.CC(C)O.CC(C)O.CC(C)O.CC(C)O. The value obtained for the HOMO energy is -8.6 eV. Its energy relative to the best compared isomer or geometry (same formula, charge and spin) is 238.1 kJ/mol.

Löwdin atomic charge list, values in e, 4 entries:
1 C -0.096
2 O -0.195
3 C -0.220
4 C -0.205

2.
# C27H71O26S8V

A structure of composition C27H71O26S8V (ωB97M-V/def2-TZVPD, the Open Molecules 2025 dataset).

CARTESIAN COORDINATES (ANGSTROEM)
O (0.58353, -0.08030, 0.70547)
V (0.22139, -0.41022, -0.83571)
C (2.26784, -4.26221, -1.69517)
C (2.63717, -2.84754, -1.21260)
C (4.09048, -2.44876, -1.57381)
O (1.66156, -1.85810, -1.50632)
H (3.09813, -4.90655, -1.40610)
H (1.97667, -4.24445, -2.74542)
H (1.38587, -4.55312, -1.12456)
H (2.63912, -3.12302, -0.15799)
H (4.78729, -3.16216, -1.13380)
H (4.42992, -1.48955, -1.18291)
H (4.20582, -2.52707, -2.65486)
O (-0.22614, -0.05343, -3.15989)
S (-0.09527, -0.74790, -4.44437)
O (-0.46446, -2.13764, -4.52039)
O (-0.94561, 0.00418, -5.70722)
C (-1.06015, -0.71316, -6.95131)
C (-1.16307, 0.30643, -8.11003)
C (1.61070, -0.56770, -5.15893)
H (-1.95751, -1.32801, -6.88209)
H (-0.25013, -1.42008, -7.13078)
H (-1.85558, 1.09900, -7.82655)
H (-1.54483, -0.28402, -8.94293)
H (-0.20871, 0.74718, -8.39820)
H (2.31929, -0.80960, -4.36679)
H (1.69084, 0.42130, -5.61009)
H (1.57503, -1.35064, -5.91644)
O (-2.32615, 3.21599, 0.15143)
S (-1.80215, 2.63512, -1.06534)
O (-1.15189, 1.33107, -1.02400)
O (-2.94427, 2.79321, -2.23290)
C (-3.67162, 3.99483, -2.27786)
C (-4.59883, 3.89191, -3.40658)
C (-0.58766, 3.76201, -1.68662)
H (-3.10857, 4.92111, -2.39225)
H (-4.16687, 4.19444, -1.32761)
H (-5.07447, 4.86447, -3.53304)
H (-5.34374, 3.14471, -3.13289)
H (-4.06837, 3.60867, -4.31569)
H (-0.15881, 3.22847, -2.53486)
H (0.07541, 3.99054, -0.85224)
H (-1.14535, 4.63746, -2.01932)
O (-3.32549, -0.47249, 3.39585)
S (-2.86990, 0.27192, 2.22660)
O (-2.20614, -0.45526, 1.17133)
O (-4.19479, 1.05408, 1.60749)
C (-5.06726, 0.32911, 0.73000)
C (-5.32018, 1.21926, -0.40949)
C (-1.86920, 1.70817, 2.68814)
H (-5.98400, -0.04174, 1.18843)
H (-4.48605, -0.49635, 0.31904)
H (-5.44951, 2.22905, -0.02003)
H (-6.25910, 0.87991, -0.84694)
H (-4.61088, 1.17644, -1.23602)
H (-1.64198, 1.62906, 3.75126)
H (-2.39789, 2.64449, 2.50962)
H (-0.95096, 1.63689, 2.10517)
O (1.28206, 2.84260, 1.55167)
S (2.03203, 2.25394, 2.65577)
O (1.27756, 1.58410, 3.70746)
O (3.11815, 1.22074, 1.97868)
C (3.71779, 0.26303, 2.77293)
C (4.08379, -0.86467, 1.79260)
C (3.12589, 3.54294, 3.32038)
H (2.99837, -0.16185, 3.47291)
H (4.50182, 0.69346, 3.39593)
H (4.69912, -0.56206, 0.94531)
H (3.17584, -1.42202, 1.56221)
H (4.69415, -1.57134, 2.35488)
H (2.47358, 4.41148, 3.41111)
H (3.83793, 3.72205, 2.51476)
H (3.66379, 3.19845, 4.20361)
O (1.66902, 1.10334, -1.38818)
S (2.47612, 1.94376, -2.27556)
O (2.12053, 2.17755, -3.67083)
O (2.56051, 3.45417, -1.58925)
C (3.28390, 4.49869, -2.18806)
C (2.34592, 5.61309, -2.47001)
C (4.28580, 1.44839, -2.05208)
H (3.79072, 4.23242, -3.11560)
H (4.07199, 4.90588, -1.55466)
H (2.94936, 6.45466, -2.81022)
H (1.72986, 5.90417, -1.61923)
H (1.76310, 5.41245, -3.36899)
H (4.60925, 1.60540, -1.02308)
H (4.94538, 2.02597, -2.69975)
H (4.33635, 0.42293, -2.41811)
O (-1.53906, -1.60379, -1.29637)
S (-2.46205, -2.75107, -1.07569)
O (-2.75561, -3.17235, 0.26953)
O (-3.85796, -2.36547, -1.88755)
C (-3.83827, -1.40752, -2.95578)
C (-5.23903, -1.56122, -3.59462)
C (-1.94148, -4.17451, -2.02521)
H (-3.12316, -1.63941, -3.74505)
H (-3.67225, -0.39045, -2.60067)
H (-6.04896, -1.43861, -2.87553)
H (-5.29294, -2.53193, -4.08750)
H (-5.43472, -0.94541, -4.47244)
H (-2.12977, -3.99112, -3.08304)
H (-2.54414, -5.02537, -1.70753)
H (-0.86366, -4.33325, -1.99073)
O (3.70458, 1.21517, 5.84382)
S (2.98828, 0.59891, 6.93381)
O (3.66618, 0.40007, 8.24526)
O (1.68179, 1.55526, 7.31084)
C (0.94361, 1.35918, 8.55894)
C (0.75347, 2.75783, 9.12374)
C (2.04546, -0.92001, 6.40640)
H (1.50243, 0.75063, 9.26992)
H (-0.06619, 1.05696, 8.28133)
H (-0.19279, 3.23685, 8.87228)
H (1.50756, 3.43794, 8.72763)
H (0.72371, 2.78230, 10.21306)
H (2.67820, -1.75933, 6.11784)
H (1.50408, -0.70271, 5.48564)
H (1.30516, -1.24254, 7.13854)
O (1.21580, -2.40069, 3.26905)
S (0.32147, -3.17186, 2.43416)
O (-0.08617, -2.75088, 1.07923)
O (0.73052, -4.79884, 2.42413)
C (0.11545, -5.70366, 1.57441)
C (-0.17346, -6.93398, 2.43619)
C (-1.30024, -3.38104, 3.39051)
H (0.82477, -5.84768, 0.75941)
H (-0.80785, -5.28293, 1.17615)
H (-0.73235, -6.76862, 3.35728)
H (0.80457, -7.36478, 2.65060)
H (-0.74539, -7.71173, 1.93012)
H (-1.02617, -4.07932, 4.18133)
H (-2.08954, -3.67793, 2.69989)
H (-1.37613, -2.45422, 3.95915)

The orbital gap (alpha / beta) is 0.3059 / 0.3285 Eh. The value obtained for the HOMO energy (alpha / beta) is -10.7 / -10.8 eV. As for the multiplicity: 2. The net charge is +1. The expectation value of S² is 0.806.

Löwdin atomic charge list, values in e, 4 entries:
1 O -0.232
2 V 1.014
3 C -0.052
4 C -0.542